{
  "formula": "C33H55As5F39N10O9S3",
  "method": "ωB97M-V with the def2-TZVPD basis set",
  "elements": ["C", "C", "N", "C", "C", "N", "C", "C", "H", "H", "H", "H", "H", "H", "H", "H", "H", "H", "H", "C", "C", "N", "C", "C", "N", "C", "C", "H", "H", "H", "H", "H", "H", "H", "H", "H", "H", "H", "C", "C", "N", "C", "C", "N", "C", "C", "H", "H", "H", "H", "H", "H", "H", "H", "H", "H", "H", "C", "C", "N", "C", "C", "N", "C", "C", "H", "H", "H", "H", "H", "H", "H", "H", "H", "H", "H", "C", "C", "N", "C", "C", "N", "C", "C", "H", "H", "H", "H", "H", "H", "H", "H", "H", "H", "H", "C", "F", "F", "F", "S", "O", "O", "O", "C", "F", "F", "F", "S", "O", "O", "O", "C", "F", "F", "F", "S", "O", "O", "O", "As", "F", "F", "F", "F", "F", "F", "As", "F", "F", "F", "F", "F", "F", "As", "F", "F", "F", "F", "F", "F", "As", "F", "F", "F", "F", "F", "F", "As", "F", "F", "F", "F", "F", "F"],
  "positions_angstrom": [[6.572740, -1.512278, -5.424727], [5.416790, -2.425681, -5.372929], [4.110546, -1.696323, -5.144645], [3.756171, -0.499672, -5.630255], [2.527477, -0.250445, -5.195306], [2.152823, -1.373273, -4.471844], [3.155777, -2.228157, -4.411064], [0.839684, -1.570866, -3.863921], [6.783164, -1.093000, -4.443215], [6.394895, -0.762790, -6.265256], [7.486645, -1.968687, -5.769076], [5.557477, -3.201848, -4.660870], [5.262552, -2.876605, -6.367944], [4.331083, 0.176227, -6.222748], [1.927023, 0.659063, -5.310652], [3.164430, -3.146340, -3.835858], [0.971265, -2.121151, -2.958920], [0.108973, -2.022698, -4.578679], [0.330284, -0.645334, -3.625895], [2.950647, 4.049641, -4.732957], [2.861751, 4.654575, -3.328683], [3.653762, 3.817525, -2.351137], [5.015773, 3.569562, -2.425051], [5.256316, 2.758781, -1.388697], [4.087905, 2.584703, -0.664849], [3.130436, 3.268225, -1.276739], [3.953970, 1.743494, 0.525742], [2.807608, 2.998100, -4.634121], [3.976806, 4.229501, -5.153675], [2.289732, 4.490954, -5.449277], [1.818767, 4.680225, -2.959429], [3.247213, 5.645296, -3.250214], [5.598848, 3.882543, -3.271959], [6.187550, 2.230908, -1.159270], [2.066562, 3.248383, -0.918152], [4.736601, 1.909497, 1.273791], [4.018467, 0.680780, 0.365687], [2.916971, 1.970906, 0.910722], [-5.262692, -0.692031, 5.285157], [-5.217599, -1.835705, 4.252951], [-3.817016, -2.251998, 3.887351], [-2.909076, -1.572517, 3.112408], [-1.669826, -2.157334, 3.267074], [-1.873895, -3.202495, 4.158377], [-3.151985, -3.235853, 4.506396], [-0.853871, -4.055838, 4.775150], [-4.950777, 0.241901, 4.829611], [-4.840435, -1.046769, 6.188964], [-6.364453, -0.597605, 5.505665], [-5.711860, -1.600686, 3.299876], [-5.727776, -2.694901, 4.691461], [-3.286911, -0.767478, 2.525165], [-0.703001, -1.957533, 2.878916], [-3.586044, -3.937952, 5.186929], [0.130029, -3.599840, 4.715717], [-0.716333, -4.989292, 4.186520], [-1.091663, -4.165946, 5.822139], [-1.445247, 0.574060, -0.099043], [0.013343, 0.411214, -0.446638], [0.689038, -0.837034, 0.129655], [1.511221, -0.984109, 1.194195], [1.573772, -2.308336, 1.450894], [0.826911, -2.956982, 0.449167], [0.296359, -2.079423, -0.349567], [0.946771, -4.436707, 0.163480], [-1.821532, 1.498081, -0.531786], [-1.618271, 0.592079, 0.956616], [-1.953866, -0.286944, -0.521320], [0.722269, 1.092748, 0.015536], [0.223763, 0.418325, -1.513340], [1.911027, -0.183455, 1.762270], [2.095587, -2.812091, 2.241324], [-0.361696, -2.316992, -1.219136], [1.982364, -4.695573, -0.157567], [0.143220, -4.638808, -0.506380], [0.672087, -4.982011, 1.061977], [-2.925406, 5.992452, 2.679589], [-2.386738, 4.784460, 1.934838], [-3.252024, 4.456157, 0.738562], [-2.717097, 4.249437, -0.516496], [-3.719872, 3.770709, -1.270983], [-4.839852, 3.686932, -0.401163], [-4.462786, 4.040264, 0.817432], [-6.261359, 3.272728, -0.789054], [-2.277745, 6.156437, 3.576633], [-3.935927, 5.754014, 3.107756], [-2.913413, 6.897768, 2.021704], [-2.332649, 3.894921, 2.566227], [-1.421449, 5.006701, 1.496899], [-1.743150, 4.575743, -0.700539], [-3.760959, 3.454702, -2.308094], [-4.975254, 4.033440, 1.747928], [-6.899593, 3.118018, 0.050104], [-6.229067, 2.308097, -1.302705], [-6.655614, 3.859877, -1.544134], [1.718502, -4.212102, 7.322061], [1.300726, -5.318280, 6.670297], [3.066297, -4.364323, 7.500838], [1.654902, -3.178794, 6.476460], [0.809090, -3.791272, 8.950552], [1.314744, -2.505506, 9.371896], [-0.577783, -3.880459, 8.483134], [1.090522, -4.862006, 9.870533], [-0.945049, 3.495214, -5.116188], [-0.479860, 4.420299, -4.270541], [-2.146629, 3.903841, -5.505385], [-0.139459, 3.621786, -6.246479], [-1.031419, 1.874823, -4.234715], [-1.446604, 0.910871, -5.242919], [0.337955, 1.696935, -3.674050], [-2.026455, 2.231099, -3.229744], [-1.315456, -7.451832, 0.517544], [-0.332144, -6.995439, 1.337994], [-1.794030, -6.390968, -0.161917], [-0.873662, -8.332357, -0.404844], [-2.657840, -8.192229, 1.581937], [-1.952684, -9.168682, 2.380651], [-3.107434, -7.044602, 2.393089], [-3.607235, -8.745625, 0.529070], [5.709491, -2.293167, -0.863339], [4.759553, -1.069359, -1.732403], [5.204438, -1.570757, 0.667978], [6.549733, -3.429784, -0.004317], [6.169555, -2.881756, -2.383257], [7.017018, -1.186253, -0.871329], [4.332565, -3.333999, -0.897673], [0.613561, -5.150270, -5.711024], [1.221499, -6.721444, -5.428956], [1.835643, -4.837348, -6.950666], [0.060377, -3.550183, -5.861475], [-0.493022, -5.406055, -4.442707], [1.747704, -4.569818, -4.499782], [-0.507814, -5.672542, -6.870882], [-7.617304, 2.657420, 3.547431], [-8.192824, 2.468925, 1.944355], [-8.964267, 3.661493, 3.870246], [-7.115930, 2.829933, 5.143521], [-6.206478, 1.676401, 3.292596], [-6.690793, 4.074318, 3.127995], [-8.417329, 1.219479, 3.978783], [0.898385, 6.525640, -0.595899], [1.341081, 7.443207, -1.953703], [1.585263, 7.683059, 0.407846], [0.463164, 5.486740, 0.656693], [0.289170, 5.309116, -1.700536], [2.446800, 5.671770, -0.604920], [-0.611320, 7.210928, -0.572501], [0.450999, 2.251439, 3.468703], [1.867808, 3.267142, 3.763323], [0.739738, 2.669196, 1.879317], [-0.915583, 1.251968, 3.026272], [0.175409, 1.949282, 5.144222], [-0.595486, 3.666092, 3.700294], [1.472719, 0.863976, 3.407998]],
  "atomic_forces_ev_per_a": [[0.39, 1.79, -1.16], [-1.48, 0.09, -1.88], [3.44, -2.49, 0.59], [0.28, 1.24, -0.67], [-1.67, 0.21, 0.44], [-1.60, 1.10, 0.57], [-0.60, 0.48, 0.03], [-1.32, 0.17, -0.89], [-0.11, 0.47, -0.13], [0.19, -0.35, 1.44], [0.19, -0.76, 0.08], [-0.35, -0.46, 0.80], [0.20, -0.15, 0.39], [0.58, -0.22, -0.15], [-0.03, -0.82, 0.20], [0.11, 0.15, -0.38], [0.02, -0.69, 0.30], [1.10, -0.19, 0.68], [0.70, 0.60, 0.08], [2.03, 0.83, 0.48], [-0.59, -1.05, 0.40], [-1.11, 1.57, -1.47], [-1.39, -0.24, -0.20], [1.39, -0.99, 0.83], [1.40, -0.57, -0.08], [-1.20, -0.92, 0.69], [-1.53, 0.43, 0.92], [-0.36, -0.83, -0.26], [-0.67, -0.30, 0.35], [-0.73, 0.19, -0.08], [0.68, -0.13, -0.19], [0.25, 0.76, -0.06], [0.07, 0.06, 0.16], [-0.64, 0.28, 0.19], [1.30, 0.43, -0.72], [-0.35, 0.69, -0.20], [0.00, -0.42, -0.94], [1.31, -0.16, 0.11], [-2.33, -0.71, -1.63], [0.41, 0.14, -0.39], [0.17, -0.58, 0.91], [0.42, -0.24, -0.04], [-2.01, -0.28, 0.64], [0.11, 0.37, -0.04], [-0.08, 0.43, -0.24], [0.74, -0.61, -1.05], [0.39, 0.10, 0.54], [0.99, 0.24, 0.86], [0.98, 0.23, -0.25], [0.07, 0.14, 0.42], [0.31, -0.20, -0.27], [0.31, 0.49, -0.28], [0.44, 0.32, -0.26], [-0.03, -0.16, 0.20], [-0.20, 0.57, 0.07], [-0.67, 0.30, 0.70], [-0.02, -0.44, 0.22], [0.49, -0.40, -0.36], [2.36, -0.39, 1.03], [-2.95, -1.06, -3.02], [-0.68, -0.68, 0.14], [-0.19, -0.50, -0.82], [1.89, -2.00, 1.28], [0.09, 2.07, 0.30], [0.15, 0.98, 0.99], [-0.01, -0.08, -0.23], [0.08, 0.06, 0.69], [-0.48, 0.04, -0.18], [-0.67, 1.12, -0.15], [-0.20, -0.05, -0.09], [0.11, 0.58, 0.20], [0.11, -0.32, -0.15], [0.77, 0.50, 1.00], [-0.99, 0.38, -0.03], [-0.11, -0.45, -1.00], [0.29, 0.11, 0.16], [-0.19, 0.02, 0.79], [-0.62, 0.16, -0.68], [3.44, 0.27, 1.33], [-1.36, 0.34, 0.58], [-1.45, -0.22, 0.18], [-1.83, -1.12, -1.52], [-1.08, 0.19, -0.47], [2.62, -1.91, 0.27], [-0.36, 0.00, -0.84], [0.68, 0.52, -0.58], [-0.21, -0.71, 0.68], [0.01, 0.25, -0.25], [0.18, -0.18, 0.24], [1.35, 0.12, -0.58], [0.02, 0.13, 0.33], [-0.98, -0.16, 0.31], [-0.23, 0.43, 0.84], [0.49, -0.22, 0.33], [-0.68, 2.00, -0.96], [1.48, 0.25, 0.68], [-0.22, 0.45, 0.42], [-0.55, -0.38, 0.41], [-0.72, 0.29, -0.44], [-1.46, -0.82, 0.10], [-0.04, -0.10, -0.81], [0.65, 0.80, -0.42], [0.86, -0.52, -0.02], [0.99, 1.29, -0.90], [0.12, -0.06, 0.22], [-0.51, -0.27, -0.13], [-0.56, -0.91, 1.03], [0.70, -0.38, 0.43], [0.53, 0.62, 0.73], [-1.54, 0.16, -0.93], [0.43, -0.39, -0.38], [-1.25, -0.32, 0.20], [0.17, -0.43, -0.87], [0.35, 0.07, 0.04], [0.47, 0.68, 0.89], [-2.09, -0.44, -1.21], [0.06, -0.31, -0.35], [0.10, -0.76, -1.26], [2.15, 1.57, 2.70], [-2.24, 2.64, 0.50], [-0.12, -0.06, 0.22], [-0.32, -0.12, -0.45], [1.48, -1.66, 0.85], [0.70, -0.77, -1.28], [0.84, 0.37, -0.11], [-0.61, -0.17, 0.08], [1.45, -0.23, 0.35], [0.36, -0.72, -0.44], [-0.39, -0.18, 0.35], [-0.45, 1.20, -0.56], [-0.94, -0.05, 0.69], [0.42, 0.21, 0.17], [-0.44, -0.40, -0.76], [0.36, 0.14, 0.19], [0.27, -0.02, -1.05], [-0.75, 0.31, 0.10], [0.51, 0.37, 1.78], [0.57, -0.10, -0.88], [0.24, 0.17, -0.58], [-1.02, -0.90, 0.23], [1.85, -1.92, -1.13], [0.54, 0.66, -1.08], [0.33, 1.04, 1.14], [-0.46, -0.77, 1.57], [-0.15, -0.43, -0.29], [0.16, 0.32, -0.29], [-2.31, 1.32, 0.22], [-0.08, 1.78, 3.20], [-0.43, -0.50, 0.61], [-0.23, -0.13, -2.73], [0.06, 0.12, -0.16], [0.18, -0.25, -0.03], [0.42, -0.64, -0.40], [0.33, -0.46, -0.29]],
  "mulliken_charge": [-1.27, -0.44, 0.39, -0.46, -0.54, 0.67, -0.66, -0.11, 0.23, 0.34, 0.42, 0.43, 0.38, 0.39, 0.42, 0.66, 0.23, 0.14, -0.34, -1.25, 0.22, 0.41, -0.69, -0.52, 0.43, 0.01, -0.23, 0.22, 0.38, 0.44, -0.36, 0.44, 0.43, 0.44, 0.33, 0.33, 0.04, -0.07, -0.89, -0.70, 0.22, -0.89, -0.66, 0.34, -0.30, -0.94, 0.25, 0.40, 0.32, 0.37, 0.31, 0.83, 0.85, 0.49, 0.27, 0.24, 0.42, -0.38, 1.08, 0.83, 0.77, -2.50, 0.38, -0.46, -1.23, -0.10, -0.06, 0.51, -0.37, -0.56, 0.69, 0.63, 0.65, 0.22, 0.56, 0.43, -1.29, 0.41, 0.44, -0.42, -0.97, 0.32, -0.25, -0.86, 0.35, 0.38, 0.32, 0.32, -0.43, 0.40, 0.76, 0.61, 0.24, 0.36, 0.41, 0.53, -0.21, -0.27, -0.20, 1.13, -0.63, -0.66, -0.67, 0.57, -0.16, -0.24, -0.29, 0.92, -0.71, -0.48, -0.48, 0.62, -0.24, -0.23, -0.23, 1.04, -0.66, -0.61, -0.67, 2.00, -0.49, -0.50, -0.45, -0.44, -0.55, -0.49, 1.98, -0.50, -0.54, -0.50, -0.48, -0.50, -0.50, 2.00, -0.49, -0.50, -0.47, -0.50, -0.53, -0.50, 2.05, -0.53, -0.50, -0.49, -0.77, -0.53, -0.51, 2.04, -0.55, -0.43, -0.44, -0.48, -0.55, -0.55],
  "lumo_ha": 0.1443,
  "fmax_ev_per_a": 4.36,
  "charge": -3,
  "e_tot_ha": -18784.26633,
  "homo_lumo_gap_ev": 7.901,
  "e_above_lowest_kj_mol": 162.8
}